A molecular structure, C24H35BIrN3O5. Source: OMol25; level of theory: ωB97M-V/def2-TZVPD.

Positions of all 69 atoms, in Å:
Ir (0.557, -0.503, 0.308)
C (3.072, 0.602, 3.631)
C (2.962, -0.878, 3.837)
C (3.624, -1.521, 4.854)
C (3.535, -2.907, 5.060)
C (2.730, -3.627, 4.171)
C (2.036, -3.045, 3.129)
C (1.203, -3.886, 2.204)
C (2.109, -1.603, 2.895)
N (1.467, -0.995, 1.945)
H (3.660, 1.068, 4.427)
H (2.081, 1.068, 3.591)
H (3.523, 0.833, 2.660)
H (4.237, -0.922, 5.526)
H (4.060, -3.396, 5.873)
H (2.642, -4.707, 4.295)
H (1.572, -4.917, 2.180)
H (1.217, -3.473, 1.193)
H (0.144, -3.923, 2.495)
C (0.145, 4.812, 0.055)
C (-0.012, 3.627, 1.006)
C (0.666, 3.973, 2.332)
O (0.684, 2.526, 0.450)
B (-0.088, 1.335, 0.488)
O (-1.403, 1.721, 0.892)
C (-1.493, 3.106, 1.163)
C (-2.075, 3.270, 2.565)
C (-2.473, 3.709, 0.155)
H (1.205, 5.060, -0.018)
H (-0.393, 5.694, 0.415)
H (-0.210, 4.562, -0.944)
H (1.705, 4.235, 2.130)
H (0.673, 3.109, 2.996)
H (0.183, 4.814, 2.838)
H (-1.452, 2.779, 3.310)
H (-3.056, 2.791, 2.588)
H (-2.196, 4.323, 2.838)
H (-2.133, 3.532, -0.865)
H (-2.615, 4.783, 0.304)
H (-3.436, 3.209, 0.276)
O (0.776, 0.235, 7.072)
C (0.160, -1.028, 6.862)
N (-0.493, -1.085, 5.574)
C (-1.746, -1.605, 5.469)
O (-2.435, -1.893, 6.442)
C (-2.310, -1.758, 4.083)
C (-3.524, -2.416, 3.940)
C (-4.028, -2.612, 2.668)
C (-3.280, -2.156, 1.587)
N (-2.131, -1.510, 1.705)
C (-1.667, -1.291, 2.935)
H (0.431, 0.831, 6.400)
H (-0.609, -1.195, 7.616)
H (0.938, -1.789, 6.930)
H (0.137, -1.195, 4.781)
H (-4.048, -2.752, 4.825)
H (-4.974, -3.118, 2.511)
H (-3.617, -2.337, 0.569)
H (-0.740, -0.723, 2.957)
C (2.138, -0.508, -2.410)
O (0.758, -0.288, -2.606)
C (-0.039, -0.380, -1.458)
C (-1.455, -0.174, -1.986)
H (2.326, -1.523, -2.044)
H (2.538, 0.184, -1.666)
H (2.614, -0.363, -3.386)
H (-1.912, -1.138, -2.235)
H (-1.470, 0.446, -2.894)
H (-2.061, 0.292, -1.209)

Calculated values
HOMO: 1.0 eV
LUMO: 4.594 eV
Frontier orbital gap: 3.62 eV
Net charge: -2
2S+1: 1